No. 1
DFT (the ωB97M-V functional and the def2-TZVPD basis) results for C5H5FO6S in the gas phase at a distorted geometry.

Positions of all 18 atoms, in Å:
C -1.6944 -2.0436 -0.4135
C -0.9491 -0.9323 0.0849
C 0.1377 0.3391 0.0746
C -0.5345 1.8363 -0.1073
O -1.1717 2.0174 -1.4209
O -2.3780 1.5180 -1.4582
O 1.2055 0.1579 -0.9642
S 1.9322 -1.3095 -0.3797
O 1.4909 -2.5340 -1.2726
O 3.4999 -1.4018 -0.5367
O 1.3654 -1.4021 1.2616
C 0.9948 0.0351 1.4737
F 0.0125 0.0260 2.5941
H -2.2073 -3.0110 -0.8892
H 0.3611 2.6233 -0.0506
H -1.2544 2.1314 0.7968
H -2.6648 1.1701 -0.5606
H 1.8542 0.7799 1.7680

Output
Kohn-Sham gap = 8.86 eV
spin multiplicity = 1
total energy = -31089.95999 eV
lowest unoccupied orbital energy = -0.032 Eh
maximum force = 10.3 eV/A
HOMO = -0.358 Ha
molar mass = 212.2 g/mol

Here are the Löwdin charges for atoms 1 to 6, given in e: 0.148 -0.010 -0.310 -0.073 -0.177 -0.061

No. 2
DFT (the ωB97M-V functional and the def2-TZVPD basis) results for C5H5I2N in the gas phase at a distorted geometry.

Positions of all 13 atoms, in Å:
C 1.4389 0.8633 -1.0990
C 0.2223 0.3583 -0.5883
C 0.1710 0.3234 0.9283
C 0.0316 -1.0746 -1.1336
C -0.9235 0.5135 1.6725
N 2.3742 1.2595 -1.6662
I -2.0609 -1.7711 -0.9111
I -0.7934 0.6760 3.6708
H -0.6176 1.1013 -0.9689
H 1.1179 0.4035 1.5470
H 0.2678 -1.1547 -2.1424
H 0.6040 -1.7159 -0.5445
H -1.8322 0.2174 1.2356

Output
Kohn-Sham gap = 9.12 eV
spin multiplicity = 1
ΔE to the lowest compared entry with this formula, charge and spin = 3.0 kcal per mole
total energy = -22955.52501 eV
lowest unoccupied orbital energy = -0.008 Eh
maximum force = 3.7 eV/A
HOMO = -0.344 Ha
molar mass = 332.9 g/mol

Here are the Löwdin charges for atoms 1 to 6, given in e: -0.228 -0.425 -0.253 -0.504 -0.748 0.178

No. 3
DFT (the ωB97M-V functional and the def2-TZVPD basis) results for C5H5N in the gas phase at a distorted geometry.

Positions of all 11 atoms, in Å:
C -1.1710 -2.2489 0.3976
C -0.4962 -1.3937 -0.1086
C 0.2962 -0.2799 -0.6079
C 0.0434 0.8944 0.3528
C 0.9141 2.0338 0.0734
N 1.5904 2.9258 -0.2151
H -1.7131 -3.0965 0.7417
H 1.3581 -0.5492 -0.6317
H 0.0032 -0.0431 -1.6369
H -0.9945 1.2248 0.2535
H 0.1695 0.5326 1.3812

Output
Kohn-Sham gap = 11.36 eV
spin multiplicity = 1
ΔE to the lowest compared entry with this formula, charge and spin = 46.7 kcal per mole
total energy = -6753.88091 eV
lowest unoccupied orbital energy = 0.028 Eh
maximum force = 1.1 eV/A
HOMO = -0.390 Ha
molar mass = 79.1 g/mol

Here are the Löwdin charges for atoms 1 to 6, given in e: 0.120 -0.163 -0.211 -0.190 -0.228 0.141